Formula: C25H17IN6O13PrS
Source: the OMol25 dataset
Level of theory: the ωB97M-V functional and the def2-TZVPD basis

CARTESIAN COORDINATES (ANGSTROEM)
Pr -0.174 -0.104 0.262
O 1.780 0.284 4.606
C 0.999 0.260 3.525
O 1.256 0.771 2.426
C -0.322 -0.470 3.687
C -0.530 -1.488 4.630
C -1.677 -2.262 4.445
C -2.680 -1.897 3.538
C -2.405 -0.823 2.616
N -1.180 -0.322 2.694
C -3.209 -0.569 1.390
O -4.381 -1.029 1.410
O -2.687 0.139 0.442
H 2.651 0.713 4.328
H 0.128 -1.648 5.470
H -1.827 -3.110 5.169
H -3.665 -2.357 3.550
O 3.955 1.239 -0.719
C 2.759 1.464 -0.479
O 1.870 0.505 -0.588
C 2.292 2.807 -0.047
C 3.297 3.789 0.149
C 2.886 5.137 0.149
C 1.547 5.508 0.173
C 0.618 4.497 0.272
C 0.881 3.117 0.200
O 0.040 2.188 0.415
N -0.755 5.087 0.107
O -0.798 6.134 -0.590
O -1.687 4.591 0.726
N 3.890 6.097 0.468
O 3.640 7.298 0.333
O 4.949 5.650 0.979
H 4.333 3.545 0.325
H 1.223 6.541 0.155
C -0.251 2.523 -6.429
C -0.531 2.698 -4.940
C -0.764 1.443 -4.176
N -0.791 1.467 -2.861
N -0.851 0.236 -2.331
C -1.002 -0.726 -3.228
N -1.055 -2.035 -2.950
S -0.923 -0.199 -4.891
H 0.051 3.428 -6.979
H -1.125 2.089 -6.927
H 0.547 1.784 -6.502
H -1.330 3.391 -4.691
H 0.389 3.115 -4.486
H -1.115 -2.285 -1.951
H -1.235 -2.727 -3.642
I -1.180 -9.174 1.189
C -0.756 -7.201 0.965
C -1.570 -6.479 0.086
C -1.432 -5.107 0.000
C -0.388 -4.459 0.693
C 0.445 -5.217 1.495
C 0.284 -6.593 1.646
C -0.106 -3.045 0.519
O 0.868 -2.464 1.112
O -0.947 -2.373 -0.245
H -2.331 -6.988 -0.526
H -2.093 -4.529 -0.591
H 1.230 -4.696 2.121
H 0.946 -7.158 2.303

Calculated values
E_LUMO (spin up / spin down): 1.48 / 1.48 eV
multiplicity: 3
HOMO energy (spin up / spin down): -5.7 / -5.7 eV
⟨S²⟩: 2.002
F_max: 3.799 eV Å⁻¹
calculated total energy: -3482.5961 hartree
charge: -1